Computed, not measured: one molecule with the formula C6H7NO2 in a non-equilibrium geometry, with wB97M-V/def2-TZVPD.

```
16
Properties=species:S:1:pos:R:3:nbo_charge:R:1
C -1.327 -1.708 1.096 -0.68
C -0.237 -1.164 0.168 0.13
N 0.585 -2.103 -0.282 -0.08
O 1.535 -1.494 -0.957 -0.53
C -0.240 0.317 0.108 0.20
C -1.041 1.106 0.712 -0.23
C -0.551 2.506 0.210 -0.32
C 0.513 2.245 -0.499 0.09
O 0.673 0.966 -0.635 -0.40
H -1.300 -2.978 1.495 0.23
H -1.140 -1.581 2.183 0.24
H -2.424 -1.677 0.833 0.23
H 2.122 -2.139 -1.139 0.47
H -1.765 0.928 1.287 0.21
H -0.937 3.604 0.661 0.24
H 0.984 2.972 -1.384 0.22
```

Properties
total charge: 0
HOMO level: -8.71 eV
SMILES: C/C(=N/O)c1ccco1
energy relative to the best compared isomer or geometry (same formula, charge and spin): 5.908 eV

Computed, not measured: C30H52Cl32INO4SSi2 as an isolated structure in a non-equilibrium geometry, with wB97M-V/def2-TZVPD.

```
123
Properties=species:S:1:pos:R:3:mulliken_charge:R:1
C 1.408 1.251 -0.393 -0.94
C 0.611 1.124 -1.573 0.38
C 0.870 -0.038 -2.622 0.64
Si -0.026 -1.603 -1.934 -0.74
N -0.584 -2.641 -3.264 -0.14
C -0.100 -3.793 -3.192 0.54
O -0.055 -4.940 -3.004 -0.42
O -1.279 -1.018 -0.914 0.43
Si -2.839 -1.370 -1.503 0.23
C -4.046 -0.186 -0.571 -0.93
C -3.418 0.069 0.876 0.14
C -4.543 0.191 2.030 -0.99
I -2.228 1.888 0.823 0.05
S -3.524 -3.386 -1.066 1.18
C -4.156 -3.529 0.659 -0.74
O -4.670 -3.717 -1.963 -0.70
O -2.499 -4.445 -1.244 -0.66
C 1.247 -2.459 -0.784 0.46
C 0.798 -3.660 -0.019 0.28
C 1.668 -4.392 0.922 -1.05
C 3.078 -3.877 1.121 -0.29
C 3.582 -2.683 0.358 -0.78
C 2.649 -1.986 -0.584 0.47
H 2.168 2.064 -0.336 0.25
H 1.212 0.549 0.462 0.33
H -0.252 1.838 -1.765 0.02
H 0.349 0.237 -3.595 0.48
H 1.964 -0.212 -2.780 -0.88
H -2.940 -1.160 -2.955 -0.18
H -4.144 0.757 -1.186 0.38
H -5.086 -0.637 -0.506 0.36
H -2.743 -0.777 1.213 0.04
H -4.537 1.241 2.422 0.37
H -4.234 -0.479 2.891 0.25
H -5.524 -0.140 1.598 0.29
H -3.892 -4.527 1.120 0.42
H -5.279 -3.399 0.664 0.28
H -3.730 -2.734 1.332 -0.02
H -0.259 -4.003 -0.176 0.28
H 1.276 -5.276 1.464 0.43
H 3.766 -4.374 1.838 0.47
H 4.633 -2.316 0.515 0.39
H 3.080 -1.097 -1.122 -0.28
C -3.446 -5.365 4.492 -0.39
Cl -5.100 -4.747 4.459 -0.09
Cl -2.383 -4.397 3.464 -0.05
H -3.075 -5.332 5.514 0.36
H -3.445 -6.392 4.132 0.19
C 5.012 0.270 -3.481 0.34
Cl 4.078 0.760 -2.061 0.01
Cl 3.992 -0.558 -4.666 -0.18
H 5.442 1.158 -3.941 -0.53
H 5.806 -0.404 -3.167 0.40
C -3.611 4.573 -1.794 -0.08
Cl -2.228 3.880 -2.648 -0.11
Cl -3.369 6.298 -1.499 -0.13
H -4.504 4.437 -2.399 0.34
H -3.729 4.063 -0.840 -0.05
C 2.328 -6.634 4.142 -0.38
Cl 2.580 -5.161 3.186 -0.14
Cl 2.601 -6.349 5.869 -0.18
H 1.305 -6.977 4.000 0.27
H 3.023 -7.397 3.800 0.36
C -8.749 -5.496 3.015 -0.23
Cl -7.177 -5.566 2.210 -0.06
Cl -8.682 -4.486 4.465 -0.16
H -9.479 -5.078 2.327 0.30
H -9.044 -6.503 3.300 0.17
C 8.141 2.600 -2.093 0.22
Cl 7.126 2.526 -3.540 -0.15
Cl 8.213 1.031 -1.281 -0.18
H 9.148 2.894 -2.383 -0.23
H 7.725 3.334 -1.407 0.28
C 1.079 5.143 -2.052 0.02
Cl 2.462 4.434 -2.893 -0.10
Cl 1.317 6.873 -1.764 -0.20
H 0.189 5.008 -2.659 0.13
H 0.953 4.640 -1.095 0.12
C 0.946 -2.928 5.911 0.34
Cl 1.647 -1.809 7.086 -0.18
Cl -0.757 -3.248 6.265 -0.16
H 1.024 -2.491 4.918 0.20
H 1.495 -3.864 5.945 -0.22
C 3.455 2.472 3.129 -0.56
Cl 2.373 2.332 1.730 -0.02
Cl 3.617 0.927 3.970 -0.14
H 4.436 2.791 2.783 0.32
H 3.049 3.209 3.819 0.36
C 11.222 5.380 -2.724 -0.24
Cl 10.202 5.305 -4.165 -0.13
Cl 11.297 3.812 -1.909 -0.15
H 12.227 5.674 -3.016 0.29
H 10.808 6.115 -2.037 0.27
C -2.521 8.994 0.677 -0.33
Cl -1.142 8.291 -0.173 -0.04
Cl -2.282 10.721 0.974 -0.18
H -3.415 8.862 0.072 0.26
H -2.644 8.487 1.631 0.31
C 5.017 1.158 -8.262 -0.32
Cl 5.624 1.608 -6.665 -0.06
Cl 6.327 1.067 -9.445 -0.16
H 4.535 0.185 -8.194 0.23
H 4.298 1.905 -8.589 0.31
C 3.196 5.818 1.476 0.79
Cl 4.765 5.752 0.664 -0.15
Cl 3.283 6.767 2.966 -0.19
H 2.472 6.276 0.807 -0.06
H 2.886 4.806 1.722 -0.37
C -2.845 -5.118 -5.624 0.20
Cl -4.347 -4.834 -6.512 -0.17
Cl -1.497 -4.223 -6.339 -0.16
H -2.978 -4.793 -4.594 -0.16
H -2.616 -6.180 -5.649 0.29
C -6.517 -9.354 2.871 -0.31
Cl -5.819 -8.251 4.062 -0.10
Cl -8.224 -9.666 3.210 -0.16
H -6.430 -8.908 1.884 0.23
H -5.974 -10.295 2.901 0.35
C -4.403 12.009 3.582 -0.19
Cl -5.032 13.051 4.862 -0.16
Cl -4.977 10.347 3.765 -0.15
H -4.734 12.392 2.620 0.27
H -3.317 12.012 3.626 0.23
```

Properties
total charge: 0
HOMO level: -7.21 eV

Number 1: total energy -437.8507 Eh, orbital gap 9.64 eV. Number 2: total energy -17530.8170 Eh, orbital gap 6.92 eV.